Computed, not measured: C38H50CaIN7O2S2 as an isolated structure in a non-equilibrium geometry, with ωB97M-V with the def2-TZVPD basis set.

Geometry as XYZ:
```
101
Properties=species:S:1:pos:R:3:nbo_charge:R:1
Ca 0.3385 0.1916 -0.2905 1.7722
C 1.6846 3.1158 1.2471 -0.2566
N 0.3761 2.4704 1.3258 -0.4770
C -0.6417 3.4698 0.9969 -0.2663
C -1.9808 2.9371 0.5512 0.1939
C -3.1207 3.7159 0.7425 -0.1954
C -4.3291 3.2736 0.2329 -0.1532
C -4.3679 2.0506 -0.4213 -0.2388
C -3.1853 1.3464 -0.5629 0.0355
N -2.0187 1.7862 -0.1080 -0.5354
C 0.1686 1.9944 2.6968 -0.2764
C -1.1515 1.3105 2.8858 0.2027
C -2.0309 1.7313 3.8803 -0.2392
C -3.2292 1.0602 4.0511 -0.1553
C -3.5225 0.0103 3.1946 -0.1956
C -2.5903 -0.3256 2.2260 0.0115
N -1.4216 0.2823 2.0886 -0.5007
C 2.8760 2.2337 1.5176 0.2144
C 4.1408 2.8159 1.6181 -0.2468
C 5.2305 2.0155 1.9127 -0.1380
C 5.0138 0.6646 2.1482 -0.2561
C 3.7238 0.1792 2.0215 0.0510
N 2.6837 0.9313 1.6830 -0.5197
H 1.7379 3.9561 1.9631 0.2045
H 1.8069 3.5358 0.2451 0.2183
H -0.2657 4.0837 0.1703 0.2193
H -0.8146 4.1535 1.8449 0.2051
H -3.0555 4.6629 1.2584 0.2249
H -5.2187 3.8747 0.3390 0.2376
H -5.2875 1.6641 -0.8286 0.2361
H -3.1574 0.3997 -1.0857 0.2126
H 0.2454 2.8308 3.4101 0.1916
H 0.9587 1.2723 2.9121 0.2556
H -1.7783 2.5656 4.5165 0.2326
H -3.9176 1.3523 4.8290 0.2382
H -4.4501 -0.5319 3.2754 0.2265
H -2.7955 -1.1219 1.5210 0.1865
H 4.2646 3.8788 1.4715 0.2316
H 6.2232 2.4368 1.9776 0.2373
H 5.8217 0.0071 2.4241 0.2392
H 3.4990 -0.8608 2.2124 0.1957
N -0.0531 2.1352 -2.2092 -0.9120
C -0.0852 2.1746 -3.6757 -0.2166
C 0.1512 0.7738 -4.2289 -0.4017
C 1.6197 0.3758 -4.0475 -0.4076
C 1.8098 -1.0483 -3.5414 -0.2204
N 1.2402 -1.2007 -2.2006 -0.9465
H -0.9265 1.7203 -1.8934 0.3742
H -0.0552 3.0893 -1.8570 0.3684
H 0.7034 2.8446 -4.0311 0.1982
H -1.0484 2.5585 -4.0392 0.1895
H -0.1319 0.7460 -5.2821 0.2277
H -0.5038 0.0890 -3.6835 0.1848
H 2.0652 1.0372 -3.3066 0.2054
H 2.1610 0.4962 -4.9861 0.2216
H 2.8829 -1.2559 -3.5053 0.2054
H 1.3610 -1.7583 -4.2511 0.1867
H 1.7663 -1.8961 -1.6802 0.3863
H 0.2888 -1.5456 -2.2742 0.3820
C -1.0624 -3.7632 -1.3806 -0.8015
S -1.6847 -2.3552 -0.3785 1.2845
O -1.3020 -1.1261 -1.1322 -1.0989
C -3.4128 -2.5834 -0.8711 -0.1864
C -4.3326 -3.0271 0.0646 -0.2365
C -5.6700 -3.1178 -0.2842 -0.1962
C -6.0756 -2.7689 -1.5628 -0.1765
C -5.1492 -2.3352 -2.4979 -0.1808
C -3.8129 -2.2384 -2.1511 -0.2484
H -1.3086 -3.6244 -2.4283 0.2486
H -1.5584 -4.6532 -1.0065 0.2513
H 0.0129 -3.8541 -1.2500 0.2342
H -4.0078 -3.3064 1.0560 0.2189
H -6.3927 -3.4570 0.4408 0.2349
H -7.1181 -2.8381 -1.8299 0.2366
H -5.4674 -2.0729 -3.4956 0.2341
H -3.0815 -1.8881 -2.8655 0.2301
O 0.6321 -1.7958 0.7182 -1.1120
S 1.2111 -2.2447 2.0272 1.2551
C 1.8506 -3.9311 1.6280 -0.5746
C 1.1051 -4.9257 2.5019 -0.4172
C -0.3260 -4.4074 2.6006 -0.4123
C -0.1881 -2.9506 3.0031 -0.5847
H 2.9282 -3.9628 1.7645 0.2506
H 1.6254 -4.0622 0.5701 0.2369
H 1.5465 -4.9687 3.4996 0.2221
H 1.1474 -5.9252 2.0724 0.2457
H -0.9083 -4.9673 3.3320 0.2466
H -0.8257 -4.4821 1.6327 0.1986
H 0.1025 -2.8582 4.0493 0.2433
H -1.0668 -2.3427 2.8091 0.2590
I 4.4059 -1.8352 -0.6944 0.1418
C 4.5654 0.2043 -1.2300 0.0879
C 5.8042 0.7271 -1.5619 -0.2196
C 5.8452 2.0583 -1.9434 -0.1586
C 4.6627 2.7853 -1.9952 -0.2412
C 3.4880 2.1510 -1.6310 0.0326
N 3.4414 0.8810 -1.2465 -0.5137
H 6.6975 0.1240 -1.5303 0.2386
H 6.7839 2.5160 -2.2153 0.2412
H 4.6568 3.8128 -2.3212 0.2374
H 2.5306 2.6531 -1.6678 0.1996
```

Its charge is +2. The molar mass is 867.98 g/mol. The value obtained for the orbital gap is 9.476 eV. The calculated total energy comes out at -3783.15924 Eh.

***

Computed, not measured: C38H50CuN2O3P as an isolated structure, with ωB97M-V with the def2-TZVPD basis set.

Geometry as XYZ:
```
95
Properties=species:S:1:pos:R:3:mulliken_charge:R:1
Cu 0.5762 0.1464 -0.8689 -0.2068
C 3.6278 1.6255 -2.6330 -1.6179
C 3.7778 1.0804 -1.2056 0.4634
C 5.2405 1.0351 -0.7789 -1.5046
P 2.7933 -0.4836 -1.0418 2.2402
C 3.5829 -1.7128 -2.1915 1.1115
C 2.5193 -2.7130 -2.6556 -1.3726
C 4.8195 -2.4605 -1.7008 -1.8178
C 3.0152 -0.9862 0.6953 -0.4758
C 4.2068 -1.4606 1.2426 -0.0517
C 4.3294 -1.8117 2.5806 0.1568
C 5.6344 -2.3098 3.1463 -1.8072
C 3.2021 -1.6690 3.3892 -1.0222
C 2.0146 -1.1841 2.8854 -0.6371
C 1.8875 -0.8168 1.5296 -0.0062
N 0.7476 -0.1964 1.0496 0.0011
C -0.4557 -0.2812 1.7782 0.2032
C -1.0624 -1.5197 2.0599 1.4915
C -0.4864 -2.8124 1.5403 -1.7737
C -2.2309 -1.5384 2.8156 -0.6358
C -2.8328 -0.3743 3.2771 0.0866
C -4.0852 -0.4254 4.1180 -1.8675
C -2.2346 0.8416 2.9608 -0.3130
C -1.0592 0.9118 2.2256 0.4078
C -0.3881 2.2429 1.9975 -1.6925
H 3.9002 2.6825 -2.6655 0.4372
H 2.6037 1.5269 -2.9987 0.2762
H 4.2910 1.0988 -3.3234 0.4357
H 3.2422 1.7512 -0.5238 0.1075
H 5.8271 0.3828 -1.4316 0.2504
H 5.3541 0.6988 0.2519 0.4082
H 5.6675 2.0392 -0.8486 0.4201
H 3.8682 -1.0935 -3.0444 0.2580
H 2.0562 -3.2215 -1.8042 0.2986
H 2.9743 -3.4729 -3.2962 0.5496
H 1.7333 -2.2181 -3.2225 0.2371
H 4.5765 -3.1223 -0.8680 0.4117
H 5.6299 -1.7965 -1.3994 0.2677
H 5.1931 -3.0803 -2.5188 0.5000
H 5.0762 -1.5693 0.6101 0.3767
H 6.3808 -2.4413 2.3642 0.3487
H 5.5031 -3.2639 3.6599 0.3930
H 6.0328 -1.6020 3.8765 0.3569
H 3.2612 -1.9384 4.4391 0.4275
H 1.1687 -1.0325 3.5456 0.5017
H 0.3174 -3.1771 2.1839 0.4582
H -0.0683 -2.6888 0.5379 0.0852
H -1.2544 -3.5867 1.5014 0.5412
H -2.6839 -2.4989 3.0532 0.4643
H -4.6894 -1.3048 3.8884 0.3963
H -4.6986 0.4659 3.9714 0.3622
H -3.8329 -0.4736 5.1800 0.3862
H -2.6892 1.7635 3.3137 0.5796
H -1.0904 3.0648 2.1462 0.3906
H 0.0383 2.3037 0.9965 -0.0929
H 0.4383 2.3736 2.7008 0.3912
C -3.9197 3.8443 1.6568 -1.1444
O -3.7724 2.5608 1.0565 -0.3076
C -3.8839 2.4748 -0.2939 0.9512
C -3.9685 3.5612 -1.1504 -0.3569
C -4.1114 3.3531 -2.5146 -0.7470
C -4.1916 2.0636 -3.0190 -0.9923
C -4.1057 0.9780 -2.1611 -0.2294
C -3.9206 1.1732 -0.8020 -0.2307
N -3.9246 0.1429 0.1783 0.1556
C -3.6833 -1.1483 0.1130 -1.1881
C -2.9279 -1.8792 -0.8232 0.8289
C -3.2447 -3.2518 -1.0167 -0.7381
C -2.5909 -4.0051 -1.9435 -0.8900
C -1.5565 -3.4098 -2.7032 -0.5755
C -1.1654 -2.1183 -2.4799 -0.5571
C -1.7873 -1.3131 -1.4880 0.8332
O -1.3793 -0.1329 -1.1895 -0.1275
H -3.9645 3.6770 2.7281 0.2665
H -4.8403 4.3305 1.3302 0.4894
H -3.0675 4.4856 1.4249 0.3843
H -3.9264 4.5687 -0.7571 0.4492
H -4.1731 4.2043 -3.1804 0.4471
H -4.3404 1.8944 -4.0770 0.4418
H -4.2052 -0.0234 -2.5570 0.5776
H -4.2173 0.4901 1.0848 0.3480
H -4.1348 -1.7038 0.9291 0.4974
H -4.0553 -3.6833 -0.4346 0.4717
H -2.8691 -5.0364 -2.1164 0.4286
H -1.0592 -3.9970 -3.4675 0.4700
H -0.3703 -1.6549 -3.0511 0.5510
C -0.7875 3.9041 -1.4189 -1.2126
C 0.4777 3.2199 -1.8825 -0.3101
O 0.2531 1.8289 -2.1925 -0.3217
H -0.5689 4.9449 -1.1705 0.5055
H -1.2032 3.4059 -0.5385 0.1699
H -1.5414 3.8943 -2.2110 0.3532
H 1.2442 3.2437 -1.1085 0.2237
H 0.8788 3.7171 -2.7670 0.4344
H -0.6626 1.6991 -2.4773 0.0667
```

The expectation value of S² is 0.76. Its charge is +1. The multiplicity is 2. The molar mass is 677.35 g/mol. The value obtained for the orbital gap (spin up / spin down) is 6.518 / 5.594 eV. The calculated total energy comes out at -3794.88839 Eh.

***

Computed, not measured: C38H50N9O3SV as an isolated structure in a non-equilibrium geometry, with ωB97M-V with the def2-TZVPD basis set.

Geometry as XYZ:
```
102
Properties=species:S:1:pos:R:3:mulliken_charge:R:1
V -0.0961 0.3271 -0.1076 0.6809
N -3.2365 -1.7822 1.8129 -0.2044
C -2.3094 -0.8260 1.5463 0.0156
S -2.5716 0.2055 0.1526 -0.6456
N -1.2843 -0.7529 2.3547 -1.1663
N -0.3647 0.1577 1.8757 2.2632
C 0.2082 0.9877 2.6901 0.1386
C 0.0767 0.9508 4.1634 -0.3180
C -0.2834 2.0930 4.8746 -0.1448
C -0.4066 2.0509 6.2568 -0.8588
C -0.1612 0.8680 6.9385 -0.4230
C 0.1976 -0.2752 6.2336 -0.7021
C 0.3096 -0.2365 4.8534 -0.1920
C 0.9416 2.0572 1.9916 0.1726
C 1.8086 2.9382 2.6266 -0.8411
C 2.4072 3.9435 1.8894 -0.7665
C 2.1286 4.0479 0.5324 -1.0281
C 1.2748 3.1248 -0.0359 -0.2213
N 0.6902 2.1444 0.6632 0.6296
H -4.1435 -1.6832 1.3948 0.2186
H -3.1719 -2.2473 2.7043 0.2801
H -0.4854 3.0170 4.3431 0.5667
H -0.6980 2.9418 6.7992 0.4067
H -0.2535 0.8343 8.0168 0.4135
H 0.3842 -1.2012 6.7629 0.4055
H 0.5617 -1.1302 4.2966 0.3371
H 2.0031 2.8258 3.6846 0.6719
H 3.0832 4.6417 2.3677 0.4835
H 2.5620 4.8309 -0.0761 0.5194
H 1.0423 3.1573 -1.0933 0.4188
C -4.5299 3.3801 -0.3916 -0.8077
C -3.3220 4.1956 0.0193 -0.4975
O -2.1061 3.4363 -0.0022 -0.5908
H -5.4276 4.0020 -0.3819 0.4166
H -4.6825 2.5448 0.2932 0.2204
H -4.4032 2.9672 -1.3955 0.0816
H -3.4732 4.6171 1.0151 0.3785
H -3.1657 5.0313 -0.6629 0.3226
H -2.2680 2.5678 0.4107 -0.1091
C -0.7514 -6.1228 -1.9543 -1.1090
N -1.1659 -4.7228 -1.8979 0.0837
N -0.6645 -3.9495 -0.8559 0.4259
C -0.5734 -2.6333 -1.2817 0.3828
O -0.3093 -1.7160 -0.4977 -0.1129
C -0.9047 -2.6420 -2.6711 -0.7905
C -1.2237 -3.9225 -2.9997 0.5324
C -1.5617 -4.5071 -4.3270 -1.5507
C -0.9579 -4.3104 0.4936 -0.0730
C -0.0800 -3.9209 1.4943 -0.4099
C -0.3746 -4.2293 2.8128 -0.4257
C -1.5241 -4.9411 3.1295 -0.6810
C -2.3897 -5.3369 2.1182 -0.7824
C -2.1161 -5.0121 0.7973 0.2988
H -0.6193 -6.4854 -0.9399 0.4192
H 0.1860 -6.2458 -2.5000 0.3423
H -1.5308 -6.7131 -2.4286 0.3727
H -0.9287 -1.7696 -3.3027 0.2644
H -1.6845 -3.7136 -5.0598 0.3708
H -2.4854 -5.0851 -4.2787 0.3535
H -0.7676 -5.1724 -4.6736 0.3265
H 0.8098 -3.3648 1.2346 0.4102
H 0.3042 -3.9191 3.5979 0.3959
H -1.7436 -5.1897 4.1603 0.4021
H -3.2889 -5.8923 2.3569 0.3986
H -2.8015 -5.2901 0.0055 0.4751
O -0.1655 0.7022 -2.2241 -0.7532
C -0.6046 1.5455 -3.0278 0.8648
C -0.3418 1.3809 -4.5024 -1.2710
C -1.6193 1.1241 -5.3487 -0.7701
C -2.9422 1.4425 -4.6491 -0.5274
C -3.1334 2.9228 -4.3286 -0.5085
C -1.9275 3.5307 -3.6008 -0.9526
N -1.3123 2.6120 -2.6453 0.5262
H 0.3582 0.5557 -4.5964 0.3043
H 0.1730 2.2773 -4.8525 0.5576
H -1.6321 0.0745 -5.6435 0.3768
H -1.5532 1.6993 -6.2751 0.3484
H -3.0146 0.8573 -3.7266 0.1066
H -3.7666 1.1076 -5.2800 0.4828
H -4.0334 3.0437 -3.7225 0.2577
H -3.2976 3.4892 -5.2493 0.3896
H -2.2197 4.4221 -3.0502 0.3947
H -1.1737 3.8468 -4.3216 0.3882
H -1.6100 2.6844 -1.6687 -0.1187
N 1.9804 -0.0804 -0.3104 -0.6952
C 3.1322 -0.1056 -0.3824 0.6680
N 4.4448 -0.1311 -0.4582 -0.0875
C 5.1623 1.0881 -0.8825 -0.8345
C 5.7425 1.8099 0.3250 -0.1420
C 6.5966 0.8585 1.1641 -0.8132
C 5.7930 -0.3711 1.5892 -0.4257
C 5.2085 -1.0802 0.3757 -0.8109
H 4.4677 1.7169 -1.4353 0.4289
H 5.9561 0.7814 -1.5662 0.3155
H 4.9186 2.2031 0.9300 0.0169
H 6.3322 2.6630 -0.0157 0.3837
H 6.9857 1.3753 2.0416 0.3551
H 7.4648 0.5387 0.5765 0.3419
H 4.9749 -0.0690 2.2513 0.2145
H 6.4189 -1.0707 2.1458 0.3689
H 4.5456 -1.8938 0.6616 0.4439
H 6.0032 -1.4968 -0.2461 0.3303
```

The expectation value of S² is 3.77. Its charge is +1. For the energy relative to the best compared isomer or geometry (same formula, charge and spin), the calculation gives 0.00 kJ/mol. The multiplicity is 4. The molar mass is 763.89 g/mol. The value obtained for the orbital gap (spin up / spin down) is 6.763 / 7.445 eV. The calculated total energy comes out at -3538.68824 Eh.

***

Computed, not measured: C38H51BBrKN9O8P2S3 as an isolated structure in a non-equilibrium geometry, with ωB97M-V with the def2-TZVPD basis set.

Geometry as XYZ:
```
114
Properties=species:S:1:pos:R:3:mulliken_charge:R:1
K 0.4395 -2.5757 0.2409 0.7009
C 4.0011 2.5577 1.6582 -1.5940
C 2.7664 2.9778 0.8536 0.1531
C 2.7007 3.9110 -0.1023 -0.3225
C 1.6170 3.9452 -1.0211 0.1190
N 0.6102 3.1230 -0.8870 -0.7706
N 0.6352 2.2295 0.0988 1.0746
B -0.3995 1.2009 0.2505 -1.3455
N -0.7365 0.4047 -0.9667 1.3512
N -2.0424 0.5220 -1.2768 -0.5455
C -2.4420 -0.0663 -2.3995 -0.1772
C -1.5477 -0.7341 -3.2377 -0.2972
C -0.2453 -0.9045 -2.8399 0.8503
C 0.6316 -1.8833 -3.4544 -2.4742
C 0.2566 -0.0797 -1.7654 0.0675
S 1.9355 0.0019 -1.3923 -0.0930
C -3.9034 -0.0350 -2.6899 2.4954
C -4.6862 0.5358 -1.5478 -2.3469
C -4.4488 -1.4646 -2.8959 -1.7645
C -4.1223 0.7916 -3.9391 -2.0363
N -1.4591 1.4919 1.2405 0.7780
N -1.5934 2.8655 1.2936 -0.4380
C -2.6813 3.3172 1.8285 -0.0606
C -3.6114 2.4714 2.4761 -0.5454
C -3.3488 1.1383 2.6637 0.6581
C -4.2329 0.1948 3.4326 -1.9150
C -2.1922 0.5813 1.9755 0.4359
S -1.8059 -1.0526 1.9961 -0.2323
C -2.8283 4.8125 1.7338 2.2095
C -3.6664 5.3268 2.9065 -2.0781
C -1.4565 5.4867 1.8472 -1.3891
C -3.4373 5.2020 0.3671 -1.5933
C 1.6403 2.0958 1.0363 0.6747
S 1.4263 0.8269 2.1413 -0.3394
C 1.5617 4.8609 -2.2024 2.1850
C 0.4844 4.5107 -3.1950 -1.7283
C 1.4612 6.2629 -1.6334 -1.4940
C 2.9277 4.6790 -2.8843 -1.7226
H 4.8882 3.0751 1.2923 0.4146
H 4.0939 1.4632 1.6130 0.1834
H 3.8305 2.7424 2.7280 0.3301
H 3.5375 4.6272 -0.1754 0.3554
H -1.8321 -1.1284 -4.1962 0.4767
H 0.1812 -2.3237 -4.3275 0.4073
H 1.0947 -2.9235 -2.7598 0.2901
H 1.6486 -1.4901 -3.5248 0.4707
H -4.4533 0.0167 -0.6271 0.3902
H -5.7479 0.5182 -1.7610 0.4864
H -4.4147 1.5532 -1.3696 0.4438
H -4.2397 -2.0869 -2.0226 0.2757
H -3.9733 -1.8941 -3.7752 0.3550
H -5.4973 -1.4195 -3.1470 0.5041
H -3.6937 1.7758 -3.8053 0.3722
H -5.1667 0.9601 -4.1524 0.4940
H -3.6650 0.3479 -4.8017 0.3513
H -4.5115 2.8991 2.9787 0.2342
H -5.1974 0.6005 3.6544 0.4367
H -3.7801 -0.0241 4.3957 0.3245
H -4.3485 -0.7585 2.9164 0.3820
H -3.3344 4.9386 3.8794 0.4239
H -4.7436 5.0807 2.8122 0.3628
H -3.6677 6.4331 2.9332 0.4074
H -0.9288 5.1744 2.7500 0.3701
H -1.5050 6.5886 1.8047 0.4510
H -0.8926 5.1259 0.9754 0.0301
H -4.3927 4.7104 0.2148 0.3992
H -2.7858 4.8604 -0.4643 0.1680
H -3.5918 6.2809 0.3155 0.4384
H -0.5208 4.5629 -2.7441 0.2072
H 0.5607 3.4637 -3.5373 0.3278
H 0.4985 5.1730 -4.1010 0.4191
H 0.5794 6.3912 -0.9736 0.1647
H 1.3431 7.0074 -2.4320 0.4513
H 2.3530 6.4712 -1.0095 0.3394
H 3.1043 3.6288 -3.0409 0.3747
H 3.7714 5.1225 -2.3269 0.3247
H 2.9327 5.1938 -3.8764 0.4379
O -3.2810 -4.8417 -1.4734 -0.5647
P -1.8058 -4.2806 -0.9605 0.0975
O -1.2601 -5.1538 0.1802 -0.6246
O -1.7932 -2.7939 -0.8937 0.1946
O -0.8157 -4.7628 -2.2529 -0.4301
P 0.7632 -5.1932 -2.4072 0.8773
O 1.0093 -6.0350 -1.0251 -0.4560
O 1.1450 -5.8181 -3.6913 -0.7955
O 1.5675 -3.8636 -2.1152 -0.3143
H -3.5811 -5.4712 -0.8117 0.2928
H 0.4000 -5.7595 -0.3423 0.2913
Br 1.4416 -8.4242 1.8083 -0.1625
C 0.8351 -6.8814 2.7064 0.0001
C -0.1503 -7.0719 3.6792 -0.2311
C -0.6289 -5.9730 4.4057 -0.4860
C -0.0578 -4.7406 4.1098 -0.2630
N 0.9188 -4.5729 3.2146 -0.3473
C 1.4085 -5.6037 2.5216 -0.3360
H -0.5888 -8.0583 3.8070 0.3633
H -1.4112 -6.1083 5.1402 0.3923
H -0.4042 -3.8297 4.6232 0.3462
H 2.1978 -5.3695 1.8538 0.7074
N 8.0592 -4.8515 1.2444 -0.3396
C 7.5104 -3.7434 1.8221 0.2122
O 8.0862 -3.0043 2.6395 -0.6545
C 6.1385 -3.3449 1.3240 1.3366
C 5.4452 -4.0116 0.3480 -0.8655
C 4.1285 -3.5932 0.0428 -0.7371
N 3.5501 -2.5335 0.6520 0.0836
C 4.2509 -1.8820 1.5710 -0.2697
C 5.5357 -2.2466 1.9707 -0.7559
H 8.9107 -5.1655 1.7065 0.2623
H 7.5078 -5.5307 0.7124 0.2004
H 5.8516 -4.8768 -0.2451 0.1420
H 3.5786 -4.0678 -0.7340 0.5267
H 3.7102 -1.0719 2.0797 0.3352
H 6.0870 -1.7371 2.7675 0.4459
```

Its charge is -1. For the energy relative to the best compared isomer or geometry (same formula, charge and spin), the calculation gives 10.36 kJ/mol. The molar mass is 1049.84 g/mol. The value obtained for the orbital gap is 5.844 eV. The calculated total energy comes out at -7649.86682 Eh.